The following is a DFT calculation (ωB97M-V/def2-TZVPD) of an isolated molecule of C2H4BrN in a non-equilibrium geometry.

XYZ file:
```
8
C2H4BrN | the Open Molecules 2025 dataset | ωB97M-V/def2-TZVPD
C 1.90 0.33 0.00
C -0.31 -0.51 0.04
N 1.15 -0.60 -0.06
Br 3.78 -0.01 0.00
H 1.61 1.40 -0.03
H -0.61 -0.87 -1.02
H -0.64 0.60 0.10
H -0.64 -0.86 1.02
```

Calculated values
SMILES	C/N=C/Br
Kohn-Sham gap	10.719	eV
energy above the lowest of the compared OMol25 structures with the same formula, charge and spin	86.83	kJ/mol
HOMO energy	-9.87	eV
charge	0
molecular weight	121.965	g mol⁻¹
E_tot	-73670.092	eV
spin multiplicity	1
strongest force on any atom	0.0761	Eh/bohr